Entry 1:
One molecule with the formula C6H10, computed with ωB97M-V with the def2-TZVPD basis set.

**2S+1**: 1
**Highest occupied orbital energy**: -9.24 eV
**SMILES**: CCC#CCC
**Energy above the lowest of the compared OMol25 structures with the same formula, charge and spin**: 2.197 eV
**Energy**: -234.52177 hartree
**Gap between HOMO and LUMO**: 0.37719 Eh
**LUMO level**: 1.026 eV

Geometry as XYZ:
```
16
Properties=species:S:1:pos:R:3:nbo_charge:R:1
C 2.2401 0.4888 -0.0074 -0.591
C 1.6035 -0.8849 -0.2822 -0.478
C 0.2331 -1.0271 0.2057 -0.001
C -0.9186 -1.0686 0.5738 -0.028
C -2.2290 -0.3856 0.5695 -0.460
C -1.7658 0.8815 -0.2813 -0.596
H 1.7327 1.2978 -0.5465 0.209
H 2.2193 0.7308 1.0598 0.211
H 3.2860 0.4713 -0.3348 0.210
H 1.6141 -1.0716 -1.3643 0.225
H 2.2018 -1.6687 0.1875 0.230
H -2.5693 -0.1943 1.5990 0.225
H -2.9984 -1.0292 0.1155 0.225
H -1.3869 0.4298 -1.2003 0.206
H -2.3388 1.7662 -0.5920 0.208
H -0.9237 1.2639 0.2981 0.207
```

---

Entry 2:
A 2-piece molecular cluster, C6H10 overall, computed with ωB97M-V with the def2-TZVPD basis set.

**2S+1**: 1
**Highest occupied orbital energy**: -7.63 eV
**Energy above the lowest of the compared OMol25 structures with the same formula, charge and spin**: 3.750 eV
**Energy**: -234.46472 hartree
**Gap between HOMO and LUMO**: 0.30203 Eh
**LUMO level**: 0.586 eV

Geometry as XYZ:
```
16
Properties=species:S:1:pos:R:3:nbo_charge:R:1
C -0.7938 -0.8016 1.9330 -0.643
C -0.1610 -0.2709 0.6870 0.070
C 1.0614 -0.5573 0.2024 -0.278
C 1.3618 0.1696 -1.0373 -0.250
C 0.1891 1.1277 -1.2212 -0.454
C -0.8990 0.6763 -0.2225 -0.444
H -1.7380 -1.3147 1.7051 0.221
H -0.1389 -1.5070 2.4528 0.220
H -1.0435 0.0101 2.6264 0.219
H 1.7559 -1.2403 0.6777 0.214
H 1.9429 -0.2788 -1.9262 0.227
H 1.1919 -0.9634 -2.2594 0.030
H 0.4816 2.1626 -0.9856 0.217
H -0.1347 1.1103 -2.2592 0.226
H -1.7415 0.1601 -0.7075 0.212
H -1.3343 1.5175 0.3343 0.213
```

---

Entry 3:
An isolated ion of composition C6H10B2BrF5O6PS and charge -1, computed with ωB97M-V with the def2-TZVPD basis set.

**2S+1**: 1
**Highest occupied orbital energy**: -4.41 eV
**Total charge**: -1
**Energy**: -4548.83784 hartree
**Gap between HOMO and LUMO**: 0.26848 Eh
**LUMO level**: 2.892 eV

Geometry as XYZ:
```
32
Properties=species:S:1:pos:R:3:nbo_charge:R:1
C 2.6687 1.1426 1.1536 -1.026
B 2.6200 0.4264 -0.2588 1.017
O 3.6639 0.6690 -1.1396 -0.876
C 1.5043 -0.5816 -0.7636 -0.268
O 1.6949 -1.6701 0.1258 -0.716
B 0.6452 -1.7046 1.1874 0.578
Br 0.0041 -3.6028 1.4727 -0.315
O -0.3572 -0.7397 0.6849 -0.759
C -0.0194 -0.2501 -0.5678 -0.223
P -0.8976 -1.4642 -1.8249 1.050
C -2.5012 -1.9544 -1.0244 -0.991
O 0.0040 -2.8693 -1.9257 -0.987
S -0.6769 1.3742 -1.0642 2.061
O 0.3113 2.4001 -1.2506 -0.918
O -1.4154 1.2191 -2.2790 -0.919
C -1.9392 2.0358 0.1576 0.390
F -3.1676 1.6296 -0.1023 -0.293
F -1.9145 3.3514 -0.0215 -0.298
C -1.6244 1.7908 1.6664 0.921
F -0.3447 1.8019 1.9105 -0.290
F -2.1554 2.8165 2.3540 -0.331
F -2.2089 0.7311 2.1298 -0.282
H 2.5883 2.2271 1.0030 0.232
H 3.6469 0.9207 1.6065 0.225
H 1.9213 0.7673 1.8535 0.258
H 4.1164 1.4561 -0.8044 0.476
H 1.6573 -0.9219 -1.7982 0.208
H 1.2209 -1.2741 2.1639 -0.127
H -2.8221 -2.9396 -1.3678 0.226
H -2.4425 -1.9401 0.0709 0.250
H -3.2241 -1.1956 -1.3424 0.235
H -0.5563 -3.6516 -2.0053 0.491
```

---

Entry 4:
C6H10BINO3Ti as an isolated structure, computed with ωB97M-V with the def2-TZVPD basis set.

**2S+1**: 1
**Highest occupied orbital energy**: -11.53 eV
**Total charge**: +1
**Energy**: -1686.59509 hartree
**Gap between HOMO and LUMO**: 0.14199 Eh
**LUMO level**: -7.671 eV

Geometry as XYZ:
```
23
Properties=species:S:1:pos:R:3:nbo_charge:R:1
C 2.7613 0.2316 1.1481 -0.713
C 1.9619 0.8669 -0.0622 0.735
O 2.4829 1.6877 -0.7682 -0.526
N 0.5905 0.4094 -0.2087 -0.800
B 0.4584 -0.8744 -1.0368 0.001
C -0.9948 -1.5951 -0.7937 -0.621
C -1.2273 -2.1151 0.6709 0.537
O -0.5101 -2.9232 1.0918 -0.397
I -2.9022 -1.3913 1.9683 0.048
C -0.3144 1.4436 -0.6617 0.727
C -1.3754 1.9387 0.4207 -0.739
O -0.3336 1.9603 -1.7497 -0.514
H 2.0012 0.0522 1.9605 0.215
H 3.5898 0.8970 1.4800 0.250
H 3.1168 -0.7757 0.7952 0.248
H 0.6882 -0.7367 -2.2017 -0.002
H 1.2813 -1.6502 -0.6182 0.028
H -1.0447 -2.4751 -1.4963 0.297
H -1.8033 -0.8388 -1.1187 -0.021
H -0.9135 2.8202 0.9308 0.297
H -2.3822 2.1560 -0.0415 0.156
H -1.4839 1.0942 1.1620 0.218
Ti -3.6470 -0.1823 -0.8710 1.576
```

---

Entry 5:
C6H10Br3FIN2O as an isolated structure, computed with ωB97M-V with the def2-TZVPD basis set.

**2S+1**: 1
**Highest occupied orbital energy**: -13.21 eV
**Total charge**: +1
**Energy**: -8538.67897 hartree
**Gap between HOMO and LUMO**: 0.28548 Eh
**LUMO level**: -5.443 eV

Geometry as XYZ:
```
24
Properties=species:S:1:pos:R:3:nbo_charge:R:1
C 2.2037 -0.3127 1.6146 -0.695
C 1.5721 1.0506 1.5222 0.261
N 1.9222 2.0888 2.1425 -0.546
C 0.4337 1.2539 0.5374 -0.294
N -0.6381 0.2035 0.6512 -0.529
I -1.4082 -0.3097 -1.2769 0.457
C -1.7301 0.6581 1.5879 -0.356
C -2.3054 -0.5020 2.3792 0.837
O -2.4012 -0.5593 3.5469 -0.440
F -2.6886 -1.5026 1.5620 -0.325
H 2.6649 -0.5794 0.6594 0.249
H 2.9434 -0.3367 2.4122 0.258
H 1.4785 -1.1041 1.8393 0.207
H 2.7283 1.9196 2.7455 0.356
H 0.8353 1.2189 -0.4773 0.244
H -0.0180 2.2338 0.6743 0.258
H -0.2426 -0.6678 1.0043 0.439
H -1.3313 1.3775 2.3011 0.267
H -2.5208 1.1100 0.9884 0.261
C -0.3109 -1.4102 -5.3714 -0.503
Br 1.1496 -0.4213 -4.6100 0.104
Br -0.0173 -3.2983 -5.3058 0.140
Br -1.9879 -0.9291 -4.5324 0.108
H -0.4010 -1.1174 -6.4085 0.241
```

---

Entry 6:
One molecule with the formula C6H10BrClO, computed with ωB97M-V with the def2-TZVPD basis set.

**2S+1**: 1
**Highest occupied orbital energy (spin up / spin down)**: -7.21 / -8.58 eV
**Energy above the lowest of the compared OMol25 structures with the same formula, charge and spin**: 2.002 eV
**Energy**: -3343.89217 hartree
**Gap between HOMO and LUMO (spin up / spin down)**: 0.25921 / 0.33584 Eh
**LUMO level (spin up / spin down)**: -0.161 / 0.556 eV

Geometry as XYZ:
```
19
Properties=species:S:1:pos:R:3:nbo_charge:R:1
C -2.3364 -0.6104 -0.2023 -0.549
C -1.6418 -0.5049 1.1758 -0.061
C -2.1900 0.5788 -1.1098 -0.076
C 0.6091 0.3000 0.6118 0.212
C 3.0491 0.0248 -0.0189 -0.585
C 1.5452 0.0412 -0.4895 -0.515
O -0.3009 -0.7325 0.9366 -0.529
Cl -1.1378 0.5537 -2.6051 -0.073
Br 0.5796 2.0191 1.3448 0.049
H -1.9566 -1.5310 -0.5924 0.239
H -3.4621 -0.8338 -0.2733 0.246
H -1.7647 0.5216 1.6721 0.184
H -1.9642 -1.2433 1.9955 0.208
H -2.0657 1.5135 -0.6442 0.172
H 3.4600 0.9968 0.2300 0.208
H 3.6505 -0.4179 -0.7240 0.206
H 3.0860 -0.5664 0.8335 0.200
H 1.1482 -0.8619 -0.8869 0.235
H 1.6926 0.7527 -1.2537 0.227
```